# 1
{"formula": "C3H7N4S", "method": "ωB97M-V/def2-TZVPD", "species": ["C", "C", "C", "N", "N", "N", "N", "S", "H", "H", "H", "H", "H", "H", "H"], "xyz": [[1.2541, -0.6116, 0.0755], [0.4224, -1.7079, 0.3386], [1.3676, 1.7301, -0.0967], [-4.5781, 0.4599, -0.3297], [-3.9054, -0.4013, -0.2166], [-0.5420, 0.6242, 0.4727], [0.7266, 0.5099, 0.1670], [-1.2336, -0.8306, 0.3279], [2.3401, -0.5301, 0.0299], [0.7018, -2.5144, -0.3596], [0.4208, -2.1053, 1.2914], [0.5006, 2.3981, -0.1256], [1.7243, 1.7374, -1.1536], [2.1641, 2.1161, 0.5783], [-1.3633, -0.8744, -0.9995]], "forces_ev_per_angstrom": [[4.4, 0.3, 0.1], [-1.8, -1.8, -1.5], [0.5, 3.3, -1.6], [0.8, -1.1, 0.2], [-1.3, 1.3, -0.3], [-2.6, 0.9, 0.9], [-0.1, 0.7, 0.1], [1.1, -1.0, -0.1], [-0.2, -0.9, -0.3], [-1.1, 0.0, 0.1], [0.7, -0.8, 2.3], [0.7, 0.5, 0.3], [0.1, -0.2, 0.9], [-0.7, -0.8, -0.2], [-0.4, -0.3, -0.8]], "spin_multiplicity": 1, "e_homo_ev": -13.623, "charge": 1, "mol_weight_g_mol": 131.18}


# 2
{"formula": "C3H5NO5", "method": "ωB97M-V/def2-TZVPD", "species": ["C", "N", "C", "C", "O", "O", "O", "O", "O", "H", "H", "H", "H", "H"], "xyz": [[-1.4495, -1.0386, 0.9493], [-0.4673, -0.0533, 0.5674], [0.5904, 0.6022, -2.4788], [0.8045, -0.0636, 1.0266], [-0.7934, 0.6345, -0.6017], [0.6191, 1.7657, -2.2975], [1.5720, 0.8671, 0.3974], [0.8495, -0.5027, -2.6628], [1.2092, -0.7689, 1.9185], [-0.3202, 1.5698, -0.7586], [2.4523, 0.8435, 0.7970], [-1.0527, -1.5918, 1.7963], [-2.3765, -0.5350, 1.2225], [-1.6375, -1.7291, 0.1246]], "forces_ev_per_angstrom": [[-0.1, 0.1, -0.2], [0.3, 0.7, 0.1], [1.9, 1.4, 0.3], [0.2, 0.1, -0.1], [0.4, 1.9, -0.6], [-0.6, -0.6, -0.9], [-0.2, 0.0, -0.2], [-0.7, -0.7, -0.3], [0.1, -0.1, 0.2], [-1.2, -2.8, 1.6], [-0.2, -0.2, 0.1], [0.0, 0.1, 0.0], [0.0, -0.1, 0.0], [0.0, 0.0, 0.0]], "smiles": "CN(O)C(=O)O.O=C=O", "spin_multiplicity": 1, "e_homo_ev": -9.371, "mol_weight_g_mol": 135.08}


# 3
{"formula": "C11H17Cl2I2N4", "method": "ωB97M-V/def2-TZVPD", "species": ["C", "C", "Cl", "C", "Cl", "N", "C", "N", "C", "I", "C", "C", "I", "N", "C", "C", "C", "C", "N", "H", "H", "H", "H", "H", "H", "H", "H", "H", "H", "H", "H", "H", "H", "H", "H", "H"], "xyz": [[-3.6090, 1.1239, -2.0413], [-2.2807, 0.9942, -1.3845], [-1.0055, 1.8974, -2.1110], [-2.0135, 0.2224, -0.3359], [-3.1923, -0.7581, 0.4335], [-0.7311, 0.1777, 0.2780], [-0.1355, 1.1996, 0.8917], [1.0340, 0.7784, 1.3254], [2.0104, 1.5651, 2.0889], [3.9928, 0.8421, 1.6680], [1.8092, 1.5440, 3.6068], [2.5452, 2.7303, 4.2411], [-0.2542, 1.6569, 4.1896], [1.2253, -0.5357, 0.9993], [0.1474, -0.8955, 0.3636], [-0.0692, -2.2165, -0.2787], [0.3917, -2.1485, -1.7575], [-0.3714, -3.1026, -2.6935], [-0.5833, -2.5787, -4.0546], [-3.6164, 0.5104, -2.9419], [-3.7938, 2.1562, -2.3216], [-4.4107, 0.7904, -1.3915], [-0.5120, 2.1970, 1.0213], [1.9889, 2.5727, 1.6899], [2.2123, 0.6256, 4.0195], [2.2714, 2.8452, 5.2817], [2.2790, 3.6440, 3.7088], [3.6177, 2.5925, 4.1276], [-1.1216, -2.4742, -0.2267], [0.5231, -2.9331, 0.2818], [1.4659, -2.3083, -1.8054], [0.2159, -1.1297, -2.1161], [0.2091, -4.0148, -2.8079], [-1.3463, -3.3340, -2.2744], [-1.3347, -1.8971, -4.0225], [0.2343, -2.0548, -4.3471]], "forces_ev_per_angstrom": [[0.0, -0.1, 0.0], [-0.1, 0.0, -0.1], [0.1, 0.1, -0.1], [-0.1, 0.0, 0.1], [-0.1, 0.0, 0.1], [0.2, -0.1, 0.0], [0.5, 0.2, 0.3], [-0.1, -0.2, -0.4], [0.2, -0.5, 0.0], [-0.1, 0.2, -0.1], [0.4, 0.4, 0.2], [-0.2, -0.1, -0.6], [-0.1, -0.1, 0.0], [-0.3, 0.2, 0.2], [0.1, -0.1, 0.1], [0.4, 0.3, -0.2], [-0.5, 0.3, 0.1], [0.5, 0.2, -0.5], [-0.1, 0.2, 0.6], [0.0, 0.0, -0.1], [0.0, 0.1, -0.1], [0.0, -0.1, 0.1], [-0.2, 0.0, -0.1], [-0.2, 0.1, 0.1], [-0.3, -0.3, 0.0], [0.1, 0.0, 0.2], [-0.1, 0.1, 0.1], [0.1, 0.0, 0.2], [-0.1, -0.1, 0.1], [-0.1, -0.2, 0.1], [0.1, 0.0, 0.0], [0.0, 0.0, -0.1], [-0.2, -0.3, 0.2], [-0.1, -0.2, 0.0], [0.0, 0.0, -0.1], [0.1, -0.2, -0.2]], "smiles": "C/C(Cl)=C(\\Cl)n1c[n+]([C@H](I)[C@@H](C)I)nc1CCCN", "spin_multiplicity": 1, "e_homo_ev": -12.075, "charge": 1, "mol_weight_g_mol": 530.00}


# 4
{"formula": "CH12O4S2", "method": "ωB97M-V/def2-TZVPD", "species": ["C", "S", "S", "H", "H", "H", "H", "H", "H", "O", "H", "H", "O", "H", "H", "O", "H", "H", "O"], "xyz": [[-0.1437, -1.1242, 2.0495], [1.0284, -2.2665, 1.2114], [2.8896, -1.2654, 1.3808], [0.1511, -0.0784, 1.9908], [-1.1249, -1.3282, 1.6340], [-0.0255, -1.3088, 3.1230], [3.0120, -1.4984, 2.6922], [0.1985, -1.6269, -2.9056], [-0.5939, -0.4192, -2.4731], [0.3049, -0.7250, -2.6236], [-3.3054, 0.1441, -1.7128], [-1.9865, 0.6891, -1.1274], [-2.6802, 0.0496, -1.0201], [-0.8233, 3.6106, -0.2586], [-0.0284, 2.3217, 0.0063], [-0.8978, 2.7223, 0.1088], [0.9206, 0.6895, -1.3269], [1.9937, 0.5163, -0.3431], [1.1108, 0.8977, -0.4056]], "forces_ev_per_angstrom": [[1.2, -0.1, 0.7], [0.5, 0.8, 0.0], [-1.1, -0.6, 0.1], [-0.1, 0.0, -0.9], [-0.1, 0.1, 0.2], [-0.7, -0.4, -0.2], [0.3, 0.1, 0.1], [0.1, -0.6, -0.1], [-0.2, -0.1, 0.1], [0.0, 0.7, -0.1], [-0.7, 0.4, -1.0], [0.2, 0.9, 0.1], [0.5, -1.1, 1.0], [0.0, -0.1, 0.1], [0.4, -0.2, 0.0], [-0.4, 0.3, -0.2], [-0.3, -0.2, -0.1], [0.1, 0.1, 0.6], [0.4, 0.1, -0.4]], "smiles": "CSS.O.O.O.O", "spin_multiplicity": 1, "e_homo_ev": -8.847, "mol_weight_g_mol": 152.24}